[1]
Below is C29H26N7O4PPdS2 as an isolated structure, with properties calculated with ωB97M-V/def2-TZVPD.

Geometry (Å):
1 Pd 1.393 0.043 0.090
2 C 0.488 0.128 3.604
3 C 1.915 -0.136 3.281
4 N 2.393 -0.251 2.068
5 C 3.757 -0.448 2.210
6 C 4.087 -0.468 3.546
7 N 2.904 -0.264 4.198
8 C 5.322 -0.653 4.403
9 O 6.414 -0.806 3.799
10 O 5.126 -0.568 5.630
11 C 4.627 -0.619 1.014
12 O 5.925 -0.761 1.258
13 O 4.175 -0.626 -0.103
14 H -0.040 0.232 2.655
15 H 0.370 1.055 4.169
16 H 0.046 -0.684 4.188
17 H 2.875 -0.213 5.205
18 H 6.125 -0.726 2.242
19 C -1.489 -1.088 -0.529
20 C -0.614 -2.236 -0.875
21 N 0.689 -2.239 -0.782
22 C 1.106 -3.488 -1.181
23 C 0.040 -4.266 -1.503
24 N -1.069 -3.460 -1.308
25 C -2.429 -3.872 -1.348
26 N -2.772 -4.717 -0.194
27 N -3.776 -5.593 -0.314
28 N -3.963 -6.207 0.800
29 C -3.043 -5.718 1.705
30 C -2.834 -6.062 3.050
31 C -1.834 -5.407 3.715
32 C -1.040 -4.425 3.067
33 C -1.225 -4.077 1.755
34 C -2.262 -4.752 1.077
35 H -0.804 -0.294 -0.179
36 H -2.202 -1.335 0.263
37 H -2.031 -0.707 -1.397
38 H 2.152 -3.739 -1.200
39 H -0.051 -5.288 -1.827
40 H -2.644 -4.467 -2.235
41 H -3.063 -2.985 -1.345
42 H -3.447 -6.814 3.529
43 H -1.636 -5.637 4.754
44 H -0.255 -3.931 3.625
45 H -0.599 -3.330 1.289
46 S -1.976 2.940 0.042
47 P -0.595 3.028 -1.385
48 S 0.842 1.665 -1.572
49 C 0.164 4.710 -1.323
50 C -0.646 5.840 -1.434
51 C -0.098 7.110 -1.383
52 C 1.273 7.269 -1.205
53 C 2.082 6.150 -1.085
54 C 1.531 4.874 -1.151
55 C -1.452 3.169 -3.022
56 C -0.697 3.282 -4.189
57 C -1.314 3.390 -5.425
58 C -2.703 3.373 -5.517
59 C -3.461 3.251 -4.363
60 C -2.837 3.154 -3.122
61 H -1.717 5.711 -1.545
62 H -0.739 7.980 -1.474
63 H 1.704 8.262 -1.156
64 H 3.150 6.265 -0.938
65 H 2.148 3.987 -1.069
66 H 0.384 3.264 -4.116
67 H -0.712 3.479 -6.322
68 H -3.186 3.450 -6.484
69 H -4.543 3.231 -4.423
70 H -3.412 3.064 -2.208

Output
E_HOMO	-0.429	eV
spin multiplicity	1
net charge	-2
ΔE to the lowest compared entry with this formula, charge and spin	66.0	kJ/mol
M	738.10	g mol⁻¹

---

[2]
Below is C29H27AsClMnO3PS as an isolated structure, with properties calculated with ωB97M-V/def2-TZVPD.

Geometry (Å):
1 Mn 0.773 -0.507 0.146
2 O -0.488 -2.951 0.113
3 C -0.754 -1.749 0.133
4 C -2.186 -1.306 0.240
5 C -3.252 -2.147 0.535
6 C -4.526 -1.610 0.643
7 C -4.733 -0.245 0.455
8 C -3.670 0.593 0.152
9 C -2.393 0.053 0.039
10 P -0.848 0.923 -0.376
11 C -1.066 2.537 0.455
12 C -1.635 3.648 -0.163
13 C -1.818 4.828 0.546
14 C -1.436 4.908 1.877
15 C -0.868 3.805 2.500
16 C -0.681 2.627 1.793
17 C -1.040 1.369 -2.136
18 C -0.020 2.123 -2.716
19 C -0.069 2.461 -4.059
20 C -1.134 2.036 -4.842
21 C -2.146 1.277 -4.276
22 C -2.101 0.945 -2.927
23 H -3.066 -3.202 0.689
24 H -5.366 -2.250 0.882
25 H -5.731 0.165 0.551
26 H -3.833 1.655 0.012
27 H -1.931 3.596 -1.204
28 H -2.259 5.687 0.055
29 H -1.577 5.829 2.427
30 H -0.566 3.863 3.538
31 H -0.244 1.763 2.278
32 H 0.824 2.440 -2.112
33 H 0.729 3.047 -4.496
34 H -1.172 2.295 -5.893
35 H -2.975 0.938 -4.884
36 H -2.894 0.347 -2.497
37 Cl 4.297 0.366 6.544
38 C 3.233 0.130 5.188
39 C 1.851 -0.030 5.418
40 C 0.989 -0.215 4.377
41 C 1.444 -0.250 3.025
42 O 0.582 -0.404 2.089
43 C 2.844 -0.093 2.820
44 C 3.421 -0.154 1.522
45 O 2.826 -0.298 0.443
46 C 3.718 0.094 3.918
47 H 1.484 -0.005 6.436
48 H -0.073 -0.341 4.545
49 H 4.517 -0.061 1.479
50 H 4.779 0.210 3.733
51 C 0.619 -4.264 -2.522
52 As 1.936 -2.946 -2.044
53 C 2.669 -3.468 -0.346
54 C 3.367 -3.203 -3.310
55 S 1.222 -0.963 -2.189
56 H 1.074 -5.254 -2.527
57 H 0.244 -4.017 -3.513
58 H -0.183 -4.210 -1.791
59 H 3.066 -4.480 -0.437
60 H 1.869 -3.439 0.391
61 H 3.463 -2.773 -0.085
62 H 3.708 -4.238 -3.288
63 H 4.184 -2.533 -3.049
64 H 3.002 -2.951 -4.303

Output
<S²>	0.781
E_HOMO (spin up / spin down)	-7.623 / -7.120	eV
spin multiplicity	2
net charge	0
ΔE to the lowest compared entry with this formula, charge and spin	10.9	kJ/mol
M	651.89	g mol⁻¹

---

[3]
Below is C29H27BBrN6O4SbTa as an isolated structure, with properties calculated with ωB97M-V/def2-TZVPD.

Geometry (Å):
1 Ta 0.306 0.337 -0.237
2 O 4.314 -3.527 2.641
3 C 3.554 -2.721 1.946
4 C 3.924 -2.136 0.719
5 C 3.048 -1.303 0.085
6 N 1.816 -1.021 0.588
7 C 1.495 -1.594 1.764
8 Br -0.227 -1.058 2.336
9 C 2.286 -2.426 2.486
10 H 5.190 -3.680 2.255
11 H 4.893 -2.329 0.278
12 H 3.314 -0.827 -0.850
13 H 1.977 -2.851 3.431
14 B -2.254 0.830 -2.245
15 N -2.374 1.502 -0.834
16 C -3.372 2.203 -0.339
17 C -3.131 2.499 1.018
18 C -1.928 1.933 1.296
19 N -1.442 1.303 0.167
20 N -0.868 1.219 -2.846
21 C -0.581 1.767 -4.007
22 C 0.815 1.810 -4.188
23 C 1.336 1.275 -3.052
24 N 0.311 0.889 -2.209
25 H -3.121 1.237 -2.947
26 H -2.262 -0.360 -2.101
27 H -4.210 2.464 -0.967
28 H -3.760 3.069 1.680
29 H -1.350 1.952 2.206
30 H -1.377 2.106 -4.654
31 H 1.352 2.200 -5.035
32 H 2.369 1.149 -2.773
33 C -0.305 -3.979 -5.451
34 C -0.654 -4.816 -4.400
35 C -0.793 -4.301 -3.119
36 C -0.590 -2.937 -2.905
37 C -0.242 -2.097 -3.956
38 C -0.097 -2.624 -5.231
39 Sb -0.879 -2.294 -0.933
40 C -2.938 -2.387 -0.521
41 C -3.473 -1.988 0.701
42 C -4.840 -2.091 0.915
43 C -5.664 -2.586 -0.087
44 C -5.127 -2.976 -1.305
45 C -3.761 -2.876 -1.532
46 C 0.055 -3.824 0.165
47 C -0.550 -4.364 1.298
48 C 0.086 -5.384 1.994
49 C 1.313 -5.866 1.553
50 C 1.903 -5.343 0.409
51 C 1.277 -4.319 -0.289
52 H -0.195 -4.385 -6.448
53 H -0.818 -5.870 -4.574
54 H -1.059 -4.965 -2.304
55 H -0.086 -1.038 -3.797
56 H 0.176 -1.979 -6.056
57 H -2.846 -1.611 1.500
58 H -5.261 -1.794 1.866
59 H -6.729 -2.671 0.084
60 H -5.769 -3.365 -2.084
61 H -3.354 -3.179 -2.489
62 H -1.524 -4.020 1.627
63 H -0.387 -5.819 2.864
64 H 1.796 -6.673 2.088
65 H 2.836 -5.753 0.043
66 H 1.726 -3.943 -1.203
67 O 2.842 2.675 1.269
68 N 2.059 1.958 0.806
69 O 2.090 1.496 -0.415
70 O 1.012 1.483 1.421

Output
E_HOMO	-16.802	eV
spin multiplicity	1
net charge	+3
ΔE to the lowest compared entry with this formula, charge and spin	80.0	kJ/mol
M	917.00	g mol⁻¹

---

[4]
Below is C29H27BIrN2O2S as an isolated structure in a non-equilibrium geometry, with properties calculated with ωB97M-V/def2-TZVPD.

Geometry (Å):
1 Ir -0.077 0.335 0.151
2 N -0.722 -1.957 -0.450
3 C 0.058 -2.629 -1.436
4 C -0.589 -3.302 -2.467
5 C 0.126 -4.035 -3.395
6 C 1.507 -4.110 -3.289
7 C 2.160 -3.414 -2.292
8 C 1.461 -2.635 -1.366
9 C 2.227 -1.761 -0.465
10 C 3.443 -2.211 0.057
11 C 4.306 -1.350 0.702
12 C 4.004 0.003 0.784
13 C 2.796 0.464 0.294
14 C 1.858 -0.412 -0.266
15 H -1.710 -2.026 -0.680
16 H -0.551 -2.335 0.482
17 H -1.668 -3.272 -2.528
18 H -0.389 -4.558 -4.186
19 H 2.076 -4.688 -3.997
20 H 3.236 -3.438 -2.245
21 H 3.709 -3.253 -0.047
22 H 5.235 -1.718 1.108
23 H 4.711 0.696 1.217
24 H 2.593 1.531 0.328
25 S -1.836 4.235 -1.897
26 C -0.742 3.000 -1.419
27 N -1.255 1.966 -0.810
28 C -2.617 2.101 -0.673
29 C -3.481 1.199 -0.054
30 C -4.826 1.496 0.007
31 C -5.327 2.677 -0.545
32 C -4.490 3.578 -1.170
33 C -3.134 3.289 -1.223
34 H 0.307 3.094 -1.627
35 H -3.079 0.294 0.384
36 H -5.507 0.810 0.488
37 H -6.383 2.891 -0.478
38 H -4.871 4.485 -1.609
39 C 0.313 -0.579 9.256
40 C 0.725 -1.334 7.990
41 C 0.016 -2.699 8.003
42 C 2.246 -1.543 8.036
43 C 0.346 -0.607 6.715
44 C -0.293 0.644 6.749
45 C -0.688 1.316 5.609
46 C -0.432 0.705 4.398
47 O -0.711 1.116 3.146
48 B -0.236 0.136 2.271
49 O 0.329 -0.897 3.034
50 C 0.216 -0.543 4.338
51 C 0.617 -1.205 5.480
52 H 0.604 -1.166 10.122
53 H -0.764 -0.433 9.297
54 H 0.809 0.385 9.327
55 H 0.273 -3.238 8.911
56 H 0.304 -3.310 7.154
57 H -1.063 -2.561 7.979
58 H 2.514 -2.064 8.951
59 H 2.760 -0.584 8.026
60 H 2.597 -2.132 7.194
61 H -0.488 1.112 7.697
62 H -1.179 2.274 5.650
63 H 1.121 -2.155 5.403

Output
E_HOMO (spin up / spin down)	-10.554 / -10.572	eV
spin multiplicity	1
net charge	+1
ΔE to the lowest compared entry with this formula, charge and spin	209.8	kJ/mol
M	670.64	g mol⁻¹

---

[5]
Below is C29H27CsFIN5O3S3 as an isolated structure, with properties calculated with ωB97M-V/def2-TZVPD.

Geometry (Å):
1 Cs 0.172 0.279 -0.528
2 C -0.291 -1.548 3.381
3 C 0.009 -2.945 2.856
4 S 0.712 -2.973 1.183
5 C -0.376 -4.155 0.342
6 C -1.882 -3.914 0.353
7 S -2.418 -2.352 -0.399
8 C -3.500 -1.648 0.878
9 C -2.954 -1.545 2.299
10 S -1.465 -0.523 2.451
11 H 0.626 -0.951 3.362
12 H -0.626 -1.618 4.419
13 H -0.880 -3.576 2.861
14 H 0.728 -3.412 3.532
15 H -0.186 -5.153 0.746
16 H 0.002 -4.160 -0.683
17 H -2.272 -3.958 1.368
18 H -2.359 -4.733 -0.191
19 H -4.437 -2.207 0.900
20 H -3.730 -0.655 0.489
21 H -2.745 -2.525 2.727
22 H -3.737 -1.102 2.918
23 C 6.545 -4.275 1.703
24 C 6.979 -2.981 1.027
25 C 8.196 -3.139 0.127
26 C 7.876 -4.037 -1.059
27 C 6.616 -3.589 -1.752
28 C 6.365 -3.939 -3.061
29 C 5.189 -3.531 -3.678
30 F 4.984 -3.905 -4.964
31 C 4.251 -2.779 -3.033
32 C 4.486 -2.397 -1.708
33 C 3.447 -1.604 -1.004
34 O 2.356 -1.412 -1.546
35 C 3.812 -1.162 0.317
36 C 4.955 -1.635 0.866
37 N 5.874 -2.418 0.245
38 C 5.664 -2.800 -1.071
39 C 2.972 -0.218 1.168
40 O 2.742 -0.588 2.337
41 O 2.635 0.842 0.595
42 H 7.363 -4.694 2.293
43 H 6.231 -5.019 0.970
44 H 5.699 -4.090 2.366
45 H 7.205 -2.239 1.795
46 H 9.025 -3.546 0.709
47 H 8.498 -2.151 -0.229
48 H 7.759 -5.072 -0.723
49 H 8.703 -4.038 -1.771
50 H 7.082 -4.534 -3.613
51 H 3.331 -2.477 -3.515
52 H 5.176 -1.391 1.899
53 N -2.860 1.552 -0.924
54 C -3.860 1.991 -0.536
55 C -5.091 2.464 -0.053
56 C -5.175 3.724 0.581
57 N -5.246 4.755 1.101
58 C -6.238 1.647 -0.163
59 N -7.174 0.974 -0.257
60 I 1.559 6.967 -2.466
61 C 1.807 4.945 -2.938
62 C 2.629 4.570 -3.986
63 C 2.762 3.218 -4.254
64 C 2.065 2.313 -3.468
65 N 1.274 2.683 -2.468
66 C 1.147 3.978 -2.196
67 H 3.152 5.311 -4.575
68 H 3.397 2.874 -5.059
69 H 2.147 1.246 -3.641
70 H 0.501 4.243 -1.368

Output
E_HOMO	-4.752	eV
spin multiplicity	1
net charge	-1
ΔE to the lowest compared entry with this formula, charge and spin	17.0	kJ/mol
M	868.57	g mol⁻¹

---

[6]
Below is a 2-piece molecular cluster, C29H27O3P overall in a non-equilibrium geometry, with properties calculated with ωB97M-V/def2-TZVPD.

Geometry (Å):
1 C 4.843 -0.365 1.641
2 C 3.783 -1.140 0.899
3 O 2.635 -0.300 0.635
4 C 1.709 -1.028 -0.071
5 C 0.433 -0.363 -0.179
6 P -0.881 -1.371 -0.726
7 C -0.915 -3.075 -0.076
8 C -0.380 -3.481 1.155
9 C -0.484 -4.818 1.569
10 C -1.101 -5.762 0.748
11 C -1.599 -5.378 -0.501
12 C -1.511 -4.039 -0.900
13 C -2.332 -0.650 0.154
14 C -2.458 -0.610 1.548
15 C -3.621 -0.074 2.122
16 C -4.665 0.383 1.315
17 C -4.550 0.312 -0.075
18 C -3.378 -0.185 -0.651
19 O -1.102 -1.363 -2.214
20 O 2.009 -2.133 -0.537
21 H 5.642 -1.067 1.889
22 H 5.288 0.420 1.021
23 H 4.485 0.068 2.579
24 H 4.193 -1.506 -0.061
25 H 3.448 -1.986 1.531
26 H 0.225 0.456 0.532
27 H 0.102 -2.747 1.804
28 H -0.084 -5.111 2.546
29 H -1.197 -6.799 1.074
30 H -2.063 -6.104 -1.170
31 H -1.895 -3.725 -1.868
32 H -1.654 -1.003 2.183
33 H -3.707 -0.033 3.211
34 H -5.579 0.782 1.757
35 H -5.352 0.651 -0.728
36 H -3.248 -0.205 -1.735
37 C 0.717 1.504 -1.395
38 C -0.571 2.200 -1.391
39 C -1.388 2.340 -2.548
40 C -2.656 2.915 -2.476
41 C -3.180 3.321 -1.240
42 C -2.401 3.195 -0.082
43 C -1.119 2.654 -0.167
44 C 1.919 2.169 -0.949
45 C 3.201 1.791 -1.447
46 C 4.367 2.207 -0.815
47 C 4.307 3.018 0.332
48 C 3.072 3.543 0.744
49 C 1.912 3.192 0.051
50 H 0.811 0.576 -2.019
51 H -1.000 1.952 -3.492
52 H -3.276 3.004 -3.380
53 H -4.211 3.673 -1.163
54 H -2.797 3.477 0.899
55 H -0.534 2.535 0.749
56 H 3.246 1.145 -2.330
57 H 5.340 1.864 -1.190
58 H 5.211 3.220 0.913
59 H 3.018 4.203 1.622
60 H 0.973 3.652 0.354

Output
E_HOMO	-8.336	eV
spin multiplicity	1
net charge	0
M	454.51	g mol⁻¹

---

[7]
Below is C29H28BMoN11O2S2Se as an isolated structure in a non-equilibrium geometry, with properties calculated with ωB97M-V/def2-TZVPD.

Geometry (Å):
1 Mo 1.050 0.583 -0.139
2 C 4.133 -1.976 0.222
3 C 2.716 -2.228 -0.163
4 C 2.061 -3.469 -0.290
5 C 0.817 -3.209 -0.764
6 N 0.719 -1.858 -0.980
7 N 1.904 -1.278 -0.580
8 B -0.180 -1.167 -1.913
9 N -0.720 1.459 -0.406
10 C -2.003 1.478 0.280
11 C -1.823 2.592 1.246
12 C -0.608 3.131 1.085
13 C 0.058 4.272 1.766
14 N 0.056 2.451 0.053
15 N 0.443 -0.092 -2.721
16 C 0.367 0.080 -4.066
17 C 1.207 1.102 -4.415
18 C 1.795 1.547 -3.232
19 C 2.781 2.660 -3.091
20 N 1.344 0.822 -2.214
21 N -1.527 -1.498 -2.039
22 C -2.474 -1.055 -2.957
23 C -3.539 -1.853 -2.849
24 C -3.220 -2.781 -1.807
25 C -4.125 -3.857 -1.300
26 N -2.038 -2.581 -1.299
27 H 4.779 -2.528 -0.459
28 H 4.338 -2.318 1.236
29 H 4.402 -0.917 0.146
30 H 2.490 -4.429 -0.078
31 H -0.004 -3.849 -1.033
32 H -2.728 1.771 -0.511
33 H -2.583 2.936 1.929
34 H -0.685 4.908 2.227
35 H 0.631 4.862 1.051
36 H 0.726 3.913 2.553
37 H -0.238 -0.578 -4.663
38 H 1.420 1.460 -5.409
39 H 3.233 2.861 -4.060
40 H 3.584 2.416 -2.397
41 H 2.280 3.573 -2.762
42 H -2.302 -0.198 -3.585
43 H -4.466 -1.774 -3.397
44 H -4.261 -4.628 -2.061
45 H -5.110 -3.454 -1.076
46 H -3.705 -4.322 -0.408
47 Se 2.943 -0.052 2.744
48 N 2.516 0.992 1.285
49 C 3.177 2.149 1.383
50 C 3.175 3.243 0.471
51 C 3.916 4.343 0.765
52 C 4.728 4.434 1.956
53 C 4.774 3.417 2.833
54 C 4.002 2.229 2.563
55 N 3.997 1.196 3.365
56 H 2.583 3.215 -0.430
57 H 3.937 5.175 0.072
58 H 5.309 5.332 2.129
59 H 5.386 3.447 3.715
60 O -4.751 0.836 1.506
61 S -4.145 -0.235 0.793
62 O -4.495 -0.503 -0.560
63 N -2.406 0.157 0.787
64 C -1.674 -0.649 1.501
65 S -0.044 -0.444 1.883
66 C -2.462 -1.774 2.039
67 C -1.956 -2.842 2.742
68 C -2.832 -3.830 3.171
69 C -4.187 -3.744 2.876
70 C -4.703 -2.664 2.156
71 C -3.812 -1.688 1.741
72 H -0.896 -2.908 2.960
73 H -2.446 -4.673 3.725
74 H -4.864 -4.519 3.216
75 H -5.762 -2.621 1.942

Output
<S²>	3.800
E_HOMO (spin up / spin down)	-16.913 / -17.181	eV
spin multiplicity	4
net charge	+3
ΔE to the lowest compared entry with this formula, charge and spin	0.0	kJ/mol
M	812.46	g mol⁻¹